Formula: C56H65N2O6PSc
Source: the OMol25 dataset
Level of theory: the ωB97M-V functional and the def2-TZVPD basis

Last column: Löwdin charge in e.
Positions of all 131 atoms, in Å:
Sc  -0.80918  0.46193  -1.95606  1.09
O  -3.27740  -2.59561  -0.35422  0.20
C  -2.74042  -1.62237  -1.03464  -0.44
O  -1.63364  -1.16544  -0.80108  -0.01
C  -3.45186  -1.16650  -2.26452  -0.17
C  -4.66760  -1.63607  -2.73171  0.05
C  -5.10846  -1.16462  -3.95596  0.00
C  -4.31410  -0.26561  -4.66309  0.04
C  -3.11244  0.12802  -4.11171  -0.15
N  -2.70632  -0.30367  -2.92972  0.10
C  -2.07428  1.03380  -4.71160  -0.40
O  -2.22790  1.52613  -5.92647  0.20
O  -1.07702  1.31203  -4.07367  0.09
H  -2.71113  -2.75860  0.42644  0.15
H  -5.24042  -2.34203  -2.14413  0.14
H  -6.05720  -1.48770  -4.36313  0.13
H  -4.64492  0.09938  -5.62849  0.13
H  -3.05692  1.22788  -6.32756  0.12
C  5.67634  -3.06701  -1.05418  -0.04
C  4.42946  -3.87390  -0.66752  -0.55
C  4.58061  -5.29296  -1.21932  -0.06
C  4.33593  -3.95326  0.86125  -0.04
C  3.17897  -3.17205  -1.21184  -0.13
C  2.88393  -1.90322  -0.84115  0.05
C  1.71834  -1.25491  -1.35544  -0.14
N  1.26415  -0.03276  -1.06992  0.12
C  1.72533  0.94639  -0.29073  -0.15
C  2.72250  0.87688  0.73106  0.04
C  3.17634  2.01530  1.30264  -0.14
C  2.58502  3.26237  0.88174  0.06
C  1.56165  3.42256  -0.00476  -0.06
C  1.08507  2.22035  -0.61804  -0.21
O  0.14160  2.20186  -1.47806  -0.12
C  1.00380  4.83774  -0.25093  -0.52
C  -0.22359  4.88889  -1.17089  -0.04
C  2.11151  5.69809  -0.87801  -0.04
C  0.58869  5.44410  1.09993  -0.03
C  4.29826  2.05012  2.33557  -0.55
C  4.73427  0.64180  2.73227  -0.06
C  3.84616  2.79925  3.59672  -0.03
C  5.49622  2.78777  1.71805  -0.03
C  0.91157  -1.90733  -2.38225  -0.23
O  -0.02815  -1.25023  -2.93932  -0.10
C  1.18699  -3.27575  -2.71074  -0.07
C  2.27901  -3.83557  -2.12130  0.07
C  0.29505  -4.03449  -3.69555  -0.53
C  0.37823  -3.39070  -5.08835  -0.03
C  0.72126  -5.49604  -3.82582  -0.06
C  -1.16060  -4.00802  -3.20776  -0.03
H  6.57119  -3.54599  -0.64954  0.09
H  5.63711  -2.04712  -0.66290  0.08
H  5.78493  -3.00498  -2.13993  0.09
H  5.49715  -5.73559  -0.82533  0.09
H  4.65592  -5.30422  -2.30962  0.09
H  3.75175  -5.94268  -0.92473  0.09
H  5.21001  -4.47057  1.26499  0.09
H  3.44281  -4.50110  1.17326  0.09
H  4.29739  -2.95842  1.31363  0.07
H  3.54774  -1.36888  -0.18052  0.09
H  3.07921  -0.08363  1.06224  0.09
H  2.97886  4.16199  1.34220  0.11
H  -0.02456  4.48611  -2.16332  0.09
H  -0.51002  5.93817  -1.27679  0.09
H  -1.07647  4.34917  -0.75397  0.07
H  2.39421  5.31839  -1.86314  0.09
H  3.01035  5.72521  -0.25685  0.08
H  1.75987  6.72535  -1.00038  0.09
H  -0.12100  4.79570  1.62163  0.09
H  0.10535  6.40942  0.93447  0.09
H  1.44073  5.61712  1.76148  0.08
H  3.90420  0.05997  3.14449  0.09
H  5.50727  0.70136  3.50057  0.09
H  5.15703  0.09384  1.88428  0.08
H  2.98722  2.31074  4.05594  0.07
H  3.57394  3.83579  3.38728  0.08
H  4.65725  2.81558  4.32794  0.09
H  5.83901  2.28565  0.81033  0.09
H  6.32598  2.81535  2.42827  0.09
H  5.24789  3.82048  1.46131  0.08
H  2.50364  -4.86096  -2.36898  0.09
H  1.39620  -3.45018  -5.48115  0.09
H  0.07905  -2.34308  -5.06872  0.07
H  -0.27953  -3.92725  -5.77814  0.09
H  1.73216  -5.59550  -4.22902  0.09
H  0.04417  -6.00168  -4.51738  0.09
H  0.67513  -6.02738  -2.87093  0.09
H  -1.54500  -2.98889  -3.19452  0.06
H  -1.24845  -4.43604  -2.20442  0.10
H  -1.78389  -4.60135  -3.88173  0.09
C  0.06899  1.54936  3.70237  -0.05
C  -1.17584  2.39525  3.57910  -0.27
C  -1.31771  3.49311  4.42332  -0.05
C  -2.42330  4.32788  4.35033  -0.08
C  -3.40881  4.07368  3.40949  -0.08
C  -3.29219  2.97446  2.57085  -0.08
C  -2.19538  2.11413  2.65504  -0.31
P  -1.96896  0.70051  1.50083  1.15
C  -1.81239  -0.82454  2.53236  -0.31
C  -0.74400  -1.64713  2.13420  -0.13
C  -0.46346  -2.85448  2.75429  -0.08
C  -1.26186  -3.26535  3.81598  -0.07
C  -2.29992  -2.45598  4.24095  -0.05
C  -2.59597  -1.23305  3.63040  -0.26
C  -3.71872  -0.43380  4.26033  -0.05
C  -3.60933  0.53913  0.70082  -0.34
C  -4.66822  -0.18825  1.24453  -0.09
C  -5.91279  -0.24728  0.63534  -0.08
C  -6.10231  0.46125  -0.54903  -0.09
C  -5.06069  1.18134  -1.10625  -0.06
C  -3.78286  1.23857  -0.51692  -0.35
C  -2.67400  1.90210  -1.18516  -0.14
H  0.84652  2.11566  4.21059  0.06
H  0.45894  1.24383  2.72597  0.06
H  -0.10716  0.63607  4.27710  0.09
H  -0.53464  3.70172  5.14530  0.11
H  -2.50792  5.17519  5.01916  0.11
H  -4.27107  4.72348  3.32854  0.11
H  -4.07699  2.78326  1.85012  0.10
H  -0.11090  -1.31510  1.31492  0.08
H  0.37794  -3.45250  2.42619  0.10
H  -1.06745  -4.20442  4.31929  0.11
H  -2.90719  -2.76591  5.08571  0.12
H  -3.46163  -0.21222  5.29784  0.10
H  -4.64465  -1.01244  4.28108  0.09
H  -3.91646  0.50706  3.76562  0.06
H  -4.51693  -0.74139  2.15999  0.07
H  -6.71889  -0.81525  1.08226  0.10
H  -7.07481  0.45834  -1.02991  0.11
H  -5.22250  1.73780  -2.02595  0.11
H  -1.96408  2.37283  -0.51433  0.00
H  -2.95893  2.56699  -2.00102  0.07

Properties
Energy relative to the best compared isomer or geometry (same formula, charge and spin), kcal per mole: 0.0
Net charge: +1
HOMO-LUMO gap, eV: 4.8
HOMO energy, eV: -9.23
Max |F|, eV/A: 0.87
Total energy, Ha: -3835.97937
LUMO level, eV: -4.4